Density functional theory data (ωB97M-V/def2-TZVPD) for the ion C2HN2O5 with charge -1 at a distorted geometry.

Output
Highest occupied orbital energy in eV: -5.2
Energy relative to the best compared isomer or geometry (same formula, charge and spin) in kcal per mole: 31.9
Net charge: -1
Frontier orbital gap in hartree: 0.3120
E in Ha: -562.43863

CARTESIAN COORDINATES (ANGSTROEM)
1 C 2.5073 -0.3088 -0.2197
2 C -0.6177 -0.6204 -0.0026
3 N 0.1267 -1.5597 -0.7544
4 N -1.9772 -0.7570 0.2478
5 O 3.4513 -0.4290 -0.9308
6 O -2.5093 0.1435 0.9149
7 O 2.0409 0.2440 0.6900
8 O 1.3845 -1.5006 -0.8044
9 O -2.6419 -1.6805 -0.1972
10 H 0.0869 0.1302 0.4201